No. 1
Molecular formula: C18H26F4N4O3PS2
Method: DFT, ωB97M-V/def2-TZVPD

```
! RIJCOSX wB97M-V def2-TZVPD def2/J DEFGRID3
* xyz 1 1
C 5.29 -4.12 2.07
C 5.80 -2.74 1.35
O 5.32 -2.54 -0.02
C 3.86 -2.58 -0.13
C 3.07 -1.41 0.72
O 1.64 -1.77 1.00
C 0.89 -0.82 0.11
C 0.40 -1.37 -1.36
N 0.67 -2.83 -1.73
C -0.26 -3.62 -1.05
C 0.15 -5.13 -0.47
C -1.81 -3.13 -0.72
C -0.38 -0.31 -2.35
C -0.88 -0.78 -3.86
F -1.96 0.13 -4.36
F -1.33 -2.19 -3.93
C 0.50 -0.70 -4.81
F 0.20 -0.33 -6.22
F 1.10 -2.08 -4.80
C -0.61 1.22 -1.78
N -1.25 2.40 -2.48
S -1.18 3.81 -1.41
N -0.40 3.23 0.06
C -0.12 1.78 -0.29
C 0.65 0.70 0.71
P 1.28 1.11 2.48
S -0.13 0.57 3.77
H 4.11 -4.08 2.22
H 5.50 -5.01 1.30
H 5.73 -4.32 3.14
H 5.58 -1.86 2.09
H 6.99 -2.82 1.28
H 3.38 -3.64 0.09
H 3.61 -2.37 -1.28
H 3.56 -1.12 1.74
H 3.12 -0.43 0.04
H -0.07 -5.92 -1.31
H 1.27 -5.13 -0.09
H -0.56 -5.42 0.44
H -2.38 -2.70 -1.65
H -2.42 -4.10 -0.37
H -1.85 -2.33 0.16
H 1.28 0.00 -4.28
H 1.48 2.52 2.71
H 2.46 0.39 2.88
C -3.23 4.73 1.81
C -3.94 5.83 1.09
O -3.41 6.77 0.52
N -5.34 5.84 0.90
C -6.14 5.90 2.14
H -2.22 5.05 2.05
H -3.75 4.48 2.74
H -3.19 3.84 1.17
H -5.59 5.00 0.38
H -5.49 6.66 0.31
H -6.05 4.94 2.66
H -7.18 6.08 1.86
H -5.77 6.72 2.76
*
```

E ... -2682.54439 Ha



No. 2
Molecular formula: C18H26N2O5
Method: DFT, ωB97M-V/def2-TZVPD

```
! RIJCOSX wB97M-V def2-TZVPD def2/J DEFGRID3
* xyz 0 1
C 5.59 3.15 1.18
C 4.99 3.70 -0.10
O 4.19 2.73 -0.77
C 2.92 2.59 -0.33
O 2.45 3.26 0.57
C 2.22 1.57 -1.08
N 2.85 0.87 -2.09
C 2.00 0.00 -2.65
C 2.41 -0.89 -3.77
C 0.77 0.11 -2.00
C -0.41 -0.68 -2.34
O -0.50 -1.37 -3.33
O -1.41 -0.54 -1.44
C -2.59 -1.31 -1.67
C -2.76 -2.41 -0.61
O -2.72 -3.58 -0.95
N -2.96 -2.03 0.66
C -3.02 -3.03 1.70
C -1.76 -2.96 2.57
C -1.23 -1.53 2.60
C -2.39 -0.54 2.51
C -3.05 -0.65 1.13
C -4.51 -0.19 1.17
C 0.91 1.12 -1.00
C -0.11 1.62 -0.05
H 4.80 2.90 1.88
H 6.17 2.25 0.97
H 6.24 3.89 1.63
H 4.37 4.58 0.12
H 5.77 3.97 -0.82
H 3.81 1.01 -2.35
H 2.64 -0.31 -4.65
H 1.60 -1.58 -4.00
H 3.30 -1.46 -3.49
H -3.44 -0.62 -1.66
H -2.52 -1.79 -2.64
H -3.12 -4.00 1.22
H -3.92 -2.85 2.30
H -2.01 -3.30 3.58
H -1.00 -3.63 2.18
H -0.65 -1.36 3.51
H -0.56 -1.37 1.75
H -3.11 -0.77 3.30
H -2.04 0.48 2.66
H -2.50 -0.02 0.43
H -5.09 -0.81 1.85
H -4.56 0.84 1.52
H -4.96 -0.24 0.19
H -0.32 0.86 0.71
H -1.04 1.84 -0.57
H 0.26 2.51 0.45
*
```

E ... -1187.27529 Ha
Energy above the lowest of the compared OMol25 structures with the same formula, charge and spin ... 5.6 kcal/mol
SMILES string ... CCOC(=O)c1[nH]c(C)c(C(=O)OCC(=O)N2CCCC[C@@H]2C)c1C



No. 3
Molecular formula: C18H26N3O8P2V
Method: DFT, ωB97M-V/def2-TZVPD

```
! RIJCOSX wB97M-V def2-TZVPD def2/J DEFGRID3
* xyz 3 2
V -0.39 -0.46 -0.57
P -2.61 -0.02 -1.17
C -2.41 0.52 -2.89
C -0.98 0.82 -3.27
N 0.02 0.53 -2.40
C 1.29 0.89 -2.70
C 1.57 1.56 -3.88
C 0.57 1.89 -4.78
C -0.74 1.55 -4.44
C 2.44 0.59 -1.73
P 2.64 -1.12 -1.12
H -1.60 1.92 -4.99
H 2.62 1.78 -4.06
H 0.79 2.44 -5.69
H 3.39 0.76 -2.28
H 2.42 1.26 -0.85
H -2.94 -0.18 -3.54
H -2.97 1.47 -2.95
H -1.15 -2.95 -3.71
O -1.34 -2.83 -4.64
H -2.15 -3.36 -4.75
H 1.43 -1.75 -0.84
O -0.53 -2.27 -0.88
H -0.16 -3.05 -0.38
C 3.37 -2.12 -2.40
H 4.27 -1.65 -2.80
H 3.64 -3.10 -2.01
H 2.66 -2.24 -3.22
C 3.57 -1.13 0.41
H 3.35 -2.07 0.93
H 4.65 -1.09 0.18
H 3.28 -0.27 1.03
C -3.56 1.34 -0.49
H -4.56 1.33 -0.95
H -3.65 1.17 0.58
H -3.04 2.29 -0.72
C -3.64 -1.51 -1.08
H -3.82 -1.68 -0.01
H -4.60 -1.34 -1.58
H -3.10 -2.37 -1.51
O -0.88 -0.72 1.44
C -0.06 0.21 1.79
O 0.65 0.78 0.87
C 0.02 0.55 3.22
C 0.82 1.62 3.63
C 0.89 1.89 5.01
C 0.19 1.11 5.94
C -0.62 0.05 5.49
C -0.72 -0.23 4.11
N -1.32 -0.78 6.44
O -1.18 -0.54 7.66
O -2.03 -1.71 6.01
N 1.73 2.96 5.49
O 2.34 3.67 4.66
O 1.80 3.15 6.72
H 1.36 2.22 2.90
H 0.29 1.30 7.01
H -1.36 -1.05 3.76
*
```

E ... -3093.23571 Ha
Energy above the lowest of the compared OMol25 structures with the same formula, charge and spin ... 0.0 kcal/mol



No. 4
Molecular formula: C18H26N4O2
Method: DFT, ωB97M-V/def2-TZVPD

```
! RIJCOSX wB97M-V def2-TZVPD def2/J DEFGRID3
* xyz 0 1
C -4.58 -2.88 3.00
C -4.31 -1.64 3.79
O -5.13 -1.45 4.68
N -3.30 -0.68 3.73
C -3.22 0.27 4.88
C -2.52 -0.22 2.52
C -1.12 -0.93 2.40
C -0.89 -0.98 0.90
N -2.04 -0.33 0.27
C -2.02 0.46 -0.81
O -3.08 0.77 -1.34
C -0.82 0.59 -1.55
C -0.44 -0.40 -2.44
N 0.76 -0.49 -3.09
C 1.58 0.44 -2.82
C 1.38 1.53 -1.99
C 0.17 1.61 -1.26
C 2.60 2.40 -1.58
C 3.84 2.15 -2.54
C 4.11 0.71 -2.85
C 4.69 -0.01 -1.60
C 5.13 0.61 -4.00
N 2.83 0.18 -3.39
C -3.21 -0.47 1.18
H -5.40 -2.65 2.25
H -3.68 -3.19 2.40
H -4.89 -3.73 3.55
H -2.41 0.99 4.67
H -3.07 -0.38 5.75
H -4.14 0.75 5.20
H -2.50 0.89 2.32
H -0.41 -0.34 2.93
H -1.20 -1.96 2.82
H -1.01 -2.03 0.60
H 0.11 -0.62 0.66
H -1.17 -1.24 -2.69
H 0.03 2.50 -0.61
H 2.95 2.04 -0.59
H 2.06 3.36 -1.61
H 3.59 2.64 -3.51
H 4.81 2.51 -2.33
H 5.82 -0.08 -1.46
H 4.37 0.51 -0.67
H 4.31 -1.04 -1.47
H 6.05 1.02 -3.73
H 4.72 1.05 -4.91
H 5.42 -0.48 -4.12
H 2.79 -0.71 -3.72
H -3.89 0.36 0.99
H -3.70 -1.41 1.16
*
```

E ... -1070.92710 Ha
Energy above the lowest of the compared OMol25 structures with the same formula, charge and spin ... 103.0 kcal/mol
SMILES string ... CC(=O)N(C)[C@H]1CCN(C(=O)c2cnc3c(c2)CCC(C)(C)N3)C1



No. 5
Molecular formula: C18H27
Method: DFT, ωB97M-V/def2-TZVPD

```
! RIJCOSX wB97M-V def2-TZVPD def2/J DEFGRID3
* xyz 1 1
C -1.83 4.43 -2.65
C -1.26 3.26 -3.00
C 0.21 3.19 -3.36
C -2.06 1.96 -2.97
C -2.01 1.27 -1.60
C -3.03 1.67 -0.57
C -1.03 0.39 -1.31
H -2.88 4.49 -2.36
H -1.24 5.35 -2.65
H 0.51 2.16 -3.60
H 0.43 3.83 -4.22
H 0.83 3.54 -2.53
H -3.11 2.19 -3.21
H -1.66 1.27 -3.73
H -3.74 2.41 -0.98
H -3.60 0.79 -0.23
H -2.55 2.12 0.31
H -0.96 -0.06 -0.31
H -0.25 0.13 -2.03
C -0.37 -3.44 -0.66
C -0.51 -2.58 0.53
C 0.51 -2.00 1.29
C 0.19 -1.40 2.57
C -1.20 -1.48 3.13
C 1.17 -0.72 3.28
C 2.49 -0.62 2.81
C 3.51 0.14 3.59
C 2.82 -1.24 1.61
C 1.89 -1.94 0.85
C 2.37 -2.56 -0.42
H -1.35 -3.89 -0.88
H -0.08 -2.86 -1.54
H 0.34 -4.26 -0.52
H -1.53 -2.53 0.92
H -1.22 -0.95 4.09
H -1.94 -1.02 2.47
H -1.51 -2.52 3.31
H 0.90 -0.24 4.23
H 4.47 0.11 3.06
H 3.22 1.19 3.72
H 3.65 -0.28 4.59
H 3.85 -1.18 1.25
H 3.43 -2.33 -0.55
H 2.28 -3.65 -0.43
H 1.85 -2.16 -1.31
*
```

E ... -701.75469 Ha
Energy above the lowest of the compared OMol25 structures with the same formula, charge and spin ... 0.0 kcal/mol



No. 6
Molecular formula: C18H27AsN3O9P2Pd
Method: DFT, ωB97M-V/def2-TZVPD

```
! RIJCOSX wB97M-V def2-TZVPD def2/J DEFGRID3
* xyz 1 3
Pd -0.09 0.15 0.55
N -4.72 -0.02 1.40
C -3.29 0.31 0.99
C -3.31 1.56 0.11
P -2.48 0.62 2.65
O -2.67 2.22 2.84
O -3.35 -0.10 3.63
O -0.99 0.39 2.56
P -2.62 -1.15 -0.03
O -3.79 -2.24 0.26
O -2.63 -0.69 -1.42
O -1.36 -1.66 0.63
H -5.35 0.77 1.24
H -4.66 -0.24 2.42
H -5.05 -0.85 0.90
H -3.79 2.40 0.62
H -3.78 1.35 -0.84
H -2.28 1.88 -0.11
H -3.21 2.40 3.62
H -3.45 -3.00 0.76
O 0.07 -3.59 -6.64
C -0.05 -3.85 -5.32
O -0.36 -4.95 -4.94
C 0.13 -2.70 -4.38
C 0.00 -1.37 -4.77
C 0.16 -0.35 -3.85
C 0.46 -0.67 -2.53
C 0.56 -2.00 -2.11
C 0.40 -3.00 -3.04
N 0.61 0.34 -1.55
C 1.26 1.40 -1.78
C 1.36 2.44 -0.74
C 1.98 3.66 -0.98
C 1.99 4.61 0.03
C 1.38 4.31 1.24
C 0.79 3.07 1.41
N 0.80 2.15 0.45
H 0.40 -2.70 -6.78
H -0.28 -1.11 -5.78
H -0.01 0.68 -4.14
H 0.75 -2.21 -1.07
H 0.47 -4.04 -2.75
H 1.75 1.59 -2.74
H 2.43 3.86 -1.95
H 2.46 5.57 -0.13
H 1.35 5.03 2.04
H 0.29 2.78 2.33
C 3.73 0.68 2.41
As 2.66 -0.91 2.28
C 1.59 -1.08 3.86
C 3.85 -2.40 2.15
O 1.76 -0.87 0.87
H 4.51 0.54 3.16
H 3.10 1.52 2.71
H 4.18 0.88 1.44
H 1.93 -0.37 4.61
H 1.70 -2.09 4.25
H 0.55 -0.88 3.61
H 4.49 -2.44 3.02
H 4.45 -2.30 1.24
H 3.25 -3.31 2.08
*
```

E ... -4589.91879 Ha
Energy above the lowest of the compared OMol25 structures with the same formula, charge and spin ... 19.9 kcal/mol



No. 7
Molecular formula: C18H27AuN4O3PS
Method: DFT, ωB97M-V/def2-TZVPD

```
! RIJCOSX wB97M-V def2-TZVPD def2/J DEFGRID3
* xyz 3 1
Au -1.41 -0.25 -0.15
N -3.47 0.26 -0.41
N -3.84 0.18 -1.76
C -2.92 0.32 -2.72
N -3.30 0.43 -3.97
S -1.24 0.38 -2.33
H -4.07 -0.35 0.13
H -3.59 1.22 -0.07
H -4.84 0.22 -1.97
H -4.27 0.50 -4.25
H -2.61 0.46 -4.71
C 2.75 4.78 1.34
O 2.69 3.40 0.91
C 2.21 3.13 -0.31
C 1.63 4.04 -1.18
C 1.23 3.63 -2.44
C 1.41 2.32 -2.86
C 1.98 1.39 -2.00
C 2.36 1.80 -0.73
N 3.12 0.98 0.16
C 3.31 -0.29 0.22
C 2.62 -1.36 -0.48
C 3.40 -2.44 -0.93
C 2.83 -3.49 -1.61
C 1.45 -3.52 -1.79
C 0.66 -2.51 -1.27
C 1.21 -1.44 -0.59
O 0.49 -0.52 0.09
H 3.21 4.76 2.32
H 1.75 5.20 1.41
H 3.37 5.36 0.65
H 1.51 5.08 -0.88
H 0.81 4.36 -3.12
H 1.15 2.03 -3.87
H 2.19 0.39 -2.35
H 3.66 1.56 0.80
H 4.12 -0.59 0.87
H 4.47 -2.43 -0.76
H 3.45 -4.28 -1.99
H 1.00 -4.35 -2.32
H -0.42 -2.54 -1.38
C -3.19 -0.86 3.97
P -1.99 -1.68 2.93
C -2.75 -3.15 2.25
C -0.61 -2.16 3.94
O -1.49 -0.71 1.82
H -3.58 -1.57 4.71
H -4.03 -0.49 3.37
H -2.72 -0.02 4.49
H -2.80 -3.92 3.01
H -2.15 -3.52 1.42
H -3.76 -2.94 1.91
H -0.96 -2.80 4.75
H -0.14 -1.28 4.36
H 0.11 -2.71 3.34
*
```

E ... -2021.12249 Ha
Energy above the lowest of the compared OMol25 structures with the same formula, charge and spin ... 0.0 kcal/mol



No. 8
Molecular formula: C18H27AuN5O2P
Method: DFT, ωB97M-V/def2-TZVPD

```
! RIJCOSX wB97M-V def2-TZVPD def2/J DEFGRID3
* xyz 0 1
Au -0.84 -0.59 0.60
C 0.07 4.59 -0.82
C -0.02 3.10 -1.08
O -0.65 2.35 -0.36
N 0.65 2.67 -2.18
C 0.71 1.27 -2.57
C 2.01 0.62 -2.14
C 3.18 0.76 -2.88
C 4.35 0.20 -2.41
C 4.32 -0.50 -1.21
C 3.11 -0.60 -0.55
N 1.97 -0.06 -0.99
H -0.55 4.84 0.03
H -0.28 5.16 -1.69
H 1.10 4.88 -0.62
H 1.15 3.35 -2.73
H 0.61 1.21 -3.66
H -0.12 0.73 -2.12
H 3.16 1.31 -3.82
H 5.27 0.29 -2.97
H 5.21 -0.96 -0.81
H 3.03 -1.16 0.38
C 0.04 2.52 4.12
C -0.15 1.94 2.72
P -0.52 0.15 2.66
C 0.92 -0.62 3.47
C 0.96 -2.14 3.37
C -1.94 -0.06 3.79
C -2.65 -1.41 3.67
H 0.26 3.59 4.06
H 0.87 2.05 4.65
H -0.85 2.40 4.73
H 0.74 2.08 2.10
H -0.96 2.43 2.18
H 0.94 -0.29 4.51
H 1.79 -0.18 2.97
H 0.16 -2.61 3.94
H 1.91 -2.52 3.77
H 0.87 -2.47 2.34
H -2.64 0.75 3.55
H -1.59 0.12 4.81
H -3.02 -1.57 2.67
H -3.49 -1.45 4.36
H -1.98 -2.24 3.92
N 0.12 -2.82 -2.43
C -0.88 -2.55 -1.56
O -1.13 -1.31 -1.33
C -1.63 -3.58 -0.99
C -2.69 -3.26 -0.09
N -3.54 -3.00 0.64
C -1.28 -4.94 -1.25
N -0.90 -6.00 -1.50
H 0.75 -2.06 -2.63
H 0.42 -3.76 -2.58
*
```

E ... -1603.45961 Ha
Energy above the lowest of the compared OMol25 structures with the same formula, charge and spin ... 0.0 kcal/mol



No. 9
Molecular formula: C18H27BCoF4N6
Method: DFT, ωB97M-V/def2-TZVPD

```
! RIJCOSX wB97M-V def2-TZVPD def2/J DEFGRID3
* xyz 0 4
Co -0.07 0.31 -0.14
N 1.73 0.77 1.66
C 1.44 2.12 2.16
C 1.15 3.04 0.99
N 0.01 2.62 0.20
C -1.25 3.02 0.88
C -2.36 1.97 0.83
N -1.78 0.63 1.15
C 0.08 3.10 -1.17
C -1.02 2.52 -2.05
N -1.11 1.05 -1.97
H 1.94 0.14 2.42
H 2.48 0.75 1.00
H 2.27 2.60 2.65
H 0.64 2.06 2.88
H 2.03 3.00 0.34
H 1.07 4.08 1.36
H -1.63 3.96 0.46
H -0.97 3.20 1.92
H -2.81 1.90 -0.15
H -3.17 2.23 1.54
H -2.55 -0.05 1.01
H -1.52 0.62 2.14
H 1.04 2.81 -1.59
H 0.04 4.21 -1.26
H -0.80 2.89 -3.07
H -1.98 2.94 -1.74
H -0.56 0.59 -2.69
H -2.07 0.75 -2.13
C -1.15 -5.12 2.11
C -0.23 -5.35 1.06
C 0.23 -4.24 0.42
C -0.16 -2.92 0.70
C -1.10 -2.75 1.70
C -1.60 -3.85 2.41
N 0.40 -1.85 0.02
N 1.34 -2.21 -0.64
C 2.17 -1.26 -1.23
C 3.41 -1.78 -1.64
C 4.33 -0.90 -2.22
C 3.98 0.46 -2.22
C 2.70 0.87 -1.83
C 1.72 0.07 -1.27
H -1.59 -5.94 2.64
H 0.09 -6.34 0.80
H 0.92 -4.43 -0.38
H -1.49 -1.78 2.01
H -2.43 -3.72 3.11
H 3.52 -2.83 -1.56
H 5.26 -1.30 -2.63
H 4.67 1.22 -2.61
H 2.58 1.94 -1.91
F -3.60 -1.35 0.52
B -3.60 -1.21 -0.90
F -4.00 0.12 -1.21
F -4.41 -2.08 -1.54
F -2.26 -1.29 -1.34
*
```

E ... -2837.92755 Ha